Record 1
Computed, not measured: a structure of composition C13H20ClFN2O7Os in a non-equilibrium geometry, with ωB97M-V/def2-TZVPD.

Last column: natural (NBO) charge in e.
Positions of all 45 atoms, in Å:
Os1 -0.46786 1.24739 0.07057  1.517
Cl1 -0.72081 3.85798 -0.25991  0.207
F1 2.54300 -4.65141 1.75292  -0.277
O1 -1.40238 1.17185 -2.06830  -0.557
O2 -1.71949 0.13856 1.25866  -0.599
O3 -2.57690 -4.02170 0.29389  -0.606
O4 1.26324 -6.47748 0.06301  -0.494
O5 1.50649 1.89162 1.10138  -0.554
O6 0.00939 -0.89218 0.50871  -0.569
O7 1.15838 1.34480 -1.44106  -0.540
N1 -0.79048 -3.34601 1.52967  -0.429
N2 -0.66627 -5.27697 0.25197  -0.629
C1 0.78282 1.85065 -2.73717  -0.095
C2 2.42564 2.51499 0.20386  -0.103
C3 -1.04746 -0.94659 1.18737  0.795
C4 -1.43805 -4.22197 0.65123  0.792
C5 -1.52390 -2.17407 1.91247  -0.335
C6 2.50205 1.60648 -0.97197  -0.093
C7 0.55018 -3.50638 1.87049  -0.051
C8 -0.42463 1.05218 -3.10708  -0.101
C9 -1.55538 2.80822 0.84387  -0.517
C10 1.26386 -4.53036 1.42660  0.270
C11 -2.55498 1.98672 -2.39832  -0.257
C12 1.53773 2.42857 2.44702  -0.256
C13 0.68692 -5.54091 0.53427  0.598
H1 1.00065 -2.77281 2.52471  0.229
H2 3.40939 2.60088 0.66910  0.245
H3 2.07721 3.51700 -0.05983  0.201
H4 -2.28253 3.03526 -2.51279  0.195
H5 2.53259 2.28889 2.86585  0.228
H6 -1.44120 -1.98643 2.98683  0.263
H7 0.57764 2.92189 -2.68131  0.202
H8 1.57240 1.67060 -3.46674  0.245
H9 -2.57484 -2.32493 1.66259  0.317
H10 -2.99465 1.62025 -3.32377  0.230
H11 -0.82854 1.37624 -4.06538  0.242
H12 -3.27699 1.86071 -1.59640  0.215
H13 1.28996 3.49126 2.45146  0.201
H14 3.12204 2.03661 -1.75643  0.241
H15 -1.12034 -5.94423 -0.36016  0.450
H16 2.90813 0.64211 -0.67129  0.237
H17 -0.16266 -0.00395 -3.16777  0.232
H18 0.81891 1.86679 3.03615  0.214
H19 -2.62380 2.75228 0.65645  0.252
H20 -1.34445 3.03758 1.88461  0.248

Computed properties:
**Spin multiplicity**: 1
**Kohn-Sham gap**: 4.55 eV
**Energy**: -48806.050 eV
**Charge**: +2
**HOMO energy**: -0.5136 hartree

Record 2
Computed, not measured: a structure of composition C32H60FeN2OP3 in a non-equilibrium geometry, with ωB97M-V/def2-TZVPD.

Last column: Löwdin spin population.
Positions of all 99 atoms, in Å:
Fe1 0.74616 -0.15913 0.07927  3.225
P1 -2.59901 -0.39069 1.23825  0.310
P2 2.73086 -0.13982 -1.10117  0.048
P3 1.31243 3.78627 0.70388  0.026
O1 2.19436 0.94870 2.37311  0.023
N1 -0.20429 -0.11801 -1.61143  0.050
N2 -0.29177 -1.53932 0.62474  -0.008
C1 -1.60328 -0.06790 -1.62674  0.011
C2 -4.66070 -1.97305 0.17884  0.002
C3 -3.82275 -2.39627 2.54870  0.005
C4 0.47454 -0.28795 -2.76926  0.002
C5 -1.53014 -0.06882 -4.07775  -0.003
C6 3.64463 1.48051 -1.56930  0.007
C7 4.19733 -1.43045 0.93168  0.003
C8 -4.24222 -1.34694 1.50806  0.021
C9 -2.71234 -4.37975 -0.18716  0.002
C10 3.09341 -2.91969 -0.75279  -0.001
C11 -2.68584 1.25909 2.30148  0.082
C12 -0.29397 4.44916 0.06331  0.002
C13 3.85013 -1.59048 -0.56927  0.016
C14 -0.50012 -4.41603 0.81916  0.000
C15 -1.33265 -2.13340 0.33896  0.026
C16 -2.23822 0.02767 -2.89242  -0.004
C17 -3.72797 2.24331 1.74978  0.024
C18 2.58345 2.46138 -2.08849  0.000
C19 -5.45652 -0.56373 2.02247  0.006
C20 -0.15010 -0.25704 -4.00933  -0.008
C21 4.32078 1.99945 -0.29380  0.000
C22 5.16065 -1.63893 -1.36866  0.004
C23 -2.93191 0.96221 3.79040  0.004
C24 -2.50698 -0.18024 -0.50250  0.045
C25 4.70373 1.32505 -2.67205  0.003
C26 2.38138 5.19129 0.18190  0.007
C27 1.19452 4.17856 2.48842  0.002
C28 1.96794 -0.57930 -2.74251  -0.001
C29 -1.37832 -3.65350 -0.15867  -0.027
C30 -0.80007 -3.69435 -1.56811  -0.002
C31 1.65684 0.87560 1.31878  0.060
C32 -1.30830 1.91308 2.20717  0.009
H1 -6.27500 -1.28918 2.15606  0.001
H2 -3.25955 -4.32344 0.75520  0.000
H3 -0.85100 4.96806 0.85773  0.000
H4 3.32262 -1.58786 1.57876  0.002
H5 -2.12610 0.34335 4.20335  0.002
H6 2.19571 6.04836 0.83983  0.001
H7 -4.62204 -3.13706 2.67051  0.000
H8 -1.06130 2.21964 1.18261  0.002
H9 -5.32733 -2.83282 0.34481  0.000
H10 -3.79202 -2.31573 -0.38177  0.001
H11 2.91670 -3.13942 -1.81602  0.000
H12 -3.88410 0.47045 4.00750  0.000
H13 -2.90581 -2.93180 2.27109  -0.001
H14 -3.51880 2.50861 0.70474  0.001
H15 5.58819 0.76396 -2.35270  0.000
H16 5.04899 2.33329 -2.95609  0.001
H17 3.70188 -3.74063 -0.33758  0.000
H18 2.13689 -2.90024 -0.20558  -0.001
H19 -1.28304 2.81972 2.83354  0.000
H20 -2.03147 -0.06648 -5.04364  0.000
H21 1.44612 3.28083 3.06350  0.000
H22 4.62728 -0.44485 1.16426  0.000
H23 -3.46713 0.29183 -0.76749  0.007
H24 0.47854 -0.38955 -4.88638  0.000
H25 -4.75265 1.86251 1.81537  0.001
H26 1.92230 4.96118 2.72688  0.000
H27 5.69695 -2.55583 -1.07650  0.001
H28 0.28910 -3.55128 -1.55051  -0.001
H29 0.18847 4.51551 2.75573  0.000
H30 4.94578 -2.19567 1.19316  0.000
H31 -0.43684 -5.47168 0.53791  0.000
H32 -0.92900 -4.35035 1.82849  0.000
H33 3.60126 2.15084 0.52290  0.000
H34 2.11621 -1.64937 -2.96739  0.000
H35 -5.80743 0.17521 1.29098  0.000
H36 -1.27252 -2.93148 -2.20692  0.000
H37 5.09600 1.30471 0.06289  0.000
H38 -0.08633 5.14574 -0.76311  0.000
H39 0.51679 -4.01454 0.81895  -0.001
H40 2.46498 -0.03052 -3.56139  0.000
H41 4.99795 -1.68660 -2.45313  0.000
H42 2.12769 2.12482 -3.03035  0.000
H43 5.82030 -0.79502 -1.12979  0.000
H44 3.04195 3.44449 -2.27636  0.000
H45 -5.18173 -1.25415 -0.46374  0.000
H46 3.43713 4.90060 0.26029  0.000
H47 1.76957 2.61003 -1.36169  0.001
H48 4.29632 0.85407 -3.57400  0.000
H49 2.16493 5.47199 -0.85714  0.000
H50 -2.93512 1.91415 4.34541  0.000
H51 -3.36495 -4.06447 -1.00160  0.000
H52 -2.48581 -5.43987 -0.36397  0.000
H53 -0.97041 -4.68169 -2.01837  -0.001
H54 -0.51327 1.24616 2.56498  0.003
H55 -3.32586 0.11180 -2.88129  0.000
H56 -0.90396 3.62167 -0.33143  0.000
H57 -5.30773 -0.07279 2.98860  0.000
H58 -3.70101 3.17813 2.33663  0.007
H59 4.81366 2.96246 -0.49865  0.000
H60 -3.62666 -1.93631 3.52494  0.001

Computed properties:
**Spin multiplicity**: 5
**Kohn-Sham gap (spin up / spin down)**: 6.65 / 5.66 eV
**Energy**: -101429.335 eV
**⟨S²⟩**: 6.316
**Charge**: +1
**HOMO energy (spin up / spin down)**: -0.3532 / -0.3396 hartree

Record 3
Computed, not measured: a cluster of 10 separate species, C35H86BrClN4O12P in total in a non-equilibrium geometry, with ωB97M-V/def2-TZVPD.

Last column: Mulliken charge in e.
Positions of all 140 atoms, in Å:
Br1 -2.46813 -2.00015 1.90273  -0.121
Cl1 -4.60662 2.49394 -5.93971  -0.213
P1 -3.51766 -0.15799 1.16650  0.159
O1 7.94554 1.34264 3.94566  -0.462
O2 -5.53340 4.11167 0.74025  -0.466
O3 -0.33818 -4.78676 2.58839  -0.447
O4 8.50793 -4.18857 0.10961  -0.476
O5 1.35180 0.77497 0.62402  -0.547
O6 1.22214 -0.84285 5.02502  -0.532
O7 -11.08581 4.21470 0.86172  -0.520
O8 -4.39207 -4.99513 -3.73137  -0.464
O9 8.49569 -2.48526 3.42724  -0.532
O10 -5.24592 -0.57567 1.21941  -0.471
O11 4.20827 2.32311 1.44521  -0.536
O12 1.51700 -1.05620 -1.80838  -0.567
N1 -0.52618 -0.45379 -0.60523  1.972
N2 -3.70264 -0.61213 -1.62553  0.029
N3 3.31908 2.08255 -3.88317  -0.626
N4 -1.46990 1.87961 0.16882  0.430
C1 5.43239 1.60433 1.48176  0.059
C2 -3.05090 0.32672 -0.67374  -0.644
C3 -7.78103 4.38312 1.54933  -1.111
C4 -4.43080 2.61083 -1.81848  -0.917
C5 -6.51048 3.56085 1.61110  -0.102
C6 0.49656 2.31670 -2.05211  -0.046
C7 -10.84292 5.07379 -0.24256  -0.049
C8 1.13145 0.55597 4.79805  0.177
C9 -3.78450 1.81505 -0.60975  0.091
C10 -0.51663 -1.69113 -3.15323  -0.673
C11 -2.63957 2.64322 0.29183  -0.538
C12 9.81490 -3.37312 -1.73620  -0.861
C13 8.84039 -1.11678 1.48081  -0.580
C14 5.85706 1.23389 0.07581  -0.835
C15 -1.01252 1.60678 -2.20255  -0.614
C16 9.47355 -2.04535 2.49625  -0.314
C17 0.56253 -0.27235 0.40252  0.133
C18 -0.00654 -6.62836 1.07887  -0.984
C19 -1.42449 0.71331 -0.84463  -0.600
C20 6.43471 1.21489 5.81147  -0.944
C21 2.52646 3.32392 -3.45134  -0.391
C22 0.97045 -1.61991 1.31089  -0.720
C23 0.58240 -5.79513 2.19830  -0.261
C24 -4.62536 -2.97627 -0.81372  -0.729
C25 -11.90059 6.15660 -0.29814  -1.117
C26 -3.39490 -2.06300 -1.48493  0.738
C27 -3.08510 -4.17968 -5.57718  -0.783
C28 1.95925 1.30141 5.82437  -1.159
C29 -3.43405 -5.37131 -4.70971  -0.355
C30 -4.95729 1.86415 -3.15119  -0.505
C31 -3.82484 1.76735 -4.37884  0.089
C32 9.46595 -4.56475 -0.86872  -0.321
C33 0.88001 3.04032 -3.51102  -0.634
C34 0.15291 -1.02424 -1.81878  0.382
C35 7.69277 0.66792 5.16931  -0.114
H1 8.39274 -0.25028 1.97838  0.076
H2 -0.55219 -2.86737 -2.99969  0.330
H3 9.05224 -5.38016 -1.46990  0.289
H4 -8.17381 4.40819 0.52763  0.179
H5 -2.80747 3.62103 0.92602  0.371
H6 5.57682 1.09289 5.14220  0.126
H7 5.29669 0.71100 2.09901  0.162
H8 -2.68414 -3.36381 -4.96696  0.009
H9 -4.74691 -0.52783 -1.43415  0.538
H10 -4.90676 -3.85378 -1.57292  0.190
H11 1.49729 0.76245 3.78794  0.067
H12 8.03506 -1.62491 0.94040  0.178
H13 -0.73468 2.27484 0.78514  0.217
H14 0.61661 2.28353 -4.39189  0.232
H15 -5.45800 -0.78358 2.18452  0.355
H16 -7.58588 5.42024 1.84104  0.369
H17 10.55597 -3.64548 -2.49299  0.361
H18 2.81749 4.26496 -4.11638  0.273
H19 6.80174 0.68293 0.08629  0.209
H20 1.61026 1.08020 6.83830  0.382
H21 3.71262 1.68724 -2.98531  0.287
H22 8.55759 0.79792 5.82707  0.280
H23 -5.36136 5.02335 1.03189  0.275
H24 -9.84938 5.51496 -0.11992  0.214
H25 -5.82242 2.54443 -3.61580  0.545
H26 0.41584 3.16236 -1.23995  0.061
H27 7.80370 -2.95122 2.92739  0.295
H28 7.58016 -0.39876 4.95416  0.187
H29 -3.97704 -3.79235 -6.08038  0.345
H30 8.92296 -2.98579 -2.23939  0.303
H31 1.35085 1.54079 -1.86629  0.085
H32 -12.89886 5.71828 -0.39876  0.325
H33 3.54268 1.74766 1.03088  0.234
H34 -1.56211 -1.24154 -3.45693  -0.097
H35 8.05224 2.28775 4.14863  0.265
H36 -2.89651 2.46121 -4.16065  0.023
H37 0.07957 0.85286 4.85156  0.198
H38 -5.46298 0.80663 -2.99393  0.129
H39 -6.70533 2.53094 1.29787  0.228
H40 -3.55042 0.66562 -4.66118  0.116
H41 6.22335 0.70192 6.75396  0.368
H42 -5.36488 3.22646 -1.39340  0.260
H43 0.94003 -1.41297 2.46356  0.091
H44 -4.27717 -3.53598 0.17361  0.222
H45 0.69287 -7.40776 0.76350  0.359
H46 9.91211 -2.92082 2.00771  0.184
H47 -2.34403 -4.45204 -6.33397  0.374
H48 5.09406 0.61643 -0.40934  0.200
H49 10.26269 -1.52725 3.04908  0.362
H50 10.21586 -2.55725 -1.12597  0.144
H51 2.85210 3.59438 -2.34630  0.209
H52 10.35563 -4.93493 -0.35082  0.294
H53 -11.90142 6.74151 0.62742  0.307
H54 -0.24702 -5.99866 0.21607  0.196
H55 7.71875 -3.86916 -0.36049  0.274
H56 5.97809 2.13192 -0.53875  0.280
H57 -5.61215 -2.36828 -0.65435  0.180
H58 -11.96687 3.82161 0.73910  0.299
H59 -6.10438 3.54164 2.62706  0.296
H60 -1.13844 1.01064 -3.20117  0.398
H61 -8.54614 3.96884 2.21197  0.376
H62 0.81358 -6.41554 3.06957  0.304
H63 9.58225 -0.76510 0.75827  0.316
H64 -3.84776 -6.18672 -5.31088  0.293
H65 -3.68080 3.47077 -2.17331  0.339
H66 6.18721 2.23927 1.95494  0.230
H67 -1.14997 -5.23084 2.88773  0.267
H68 -3.30648 -2.49802 -2.59549  -0.441
H69 -2.33765 -2.32094 -1.00079  -0.135
H70 1.90351 2.38127 5.66040  0.341
H71 2.61438 1.40303 -4.24934  0.280
H72 -1.71742 2.56286 -2.33038  -0.055
H73 0.27662 -2.52941 0.98535  0.096
H74 -4.66850 1.74660 0.19584  0.294
H75 3.00752 0.98949 5.77324  0.261
H76 -2.54437 -5.74149 -4.19181  0.282
H77 -10.84444 4.47620 -1.15926  0.259
H78 0.33193 4.06062 -3.67439  0.336
H79 1.50401 -5.30688 1.86807  0.265
H80 2.05727 -1.91412 0.93060  0.318
H81 -11.72499 6.83020 -1.14166  0.316
H82 -0.94095 -7.10129 1.39828  0.324
H83 6.53501 2.28725 6.00840  0.308
H84 -5.18125 -4.67572 -4.20147  0.291
H85 0.88720 -1.01673 5.92134  0.294
H86 0.23392 -1.52083 -4.05969  0.353

Computed properties:
**Spin multiplicity**: 1
**Kohn-Sham gap**: 6.52 eV
**Energy**: -160055.342 eV
**Charge**: +1
**HOMO energy**: -0.4034 hartree